Molecular formula: C28H29F9N2O34PS3
Method: DFT, ωB97M-V/def2-TZVPD

Each line ends with the Löwdin charge.
Positions of all 106 atoms, in Å:
O -1.293 -3.532 -2.087  -0.29
P -1.374 -2.162 -2.628  0.38
O -1.937 -1.089 -1.610  -0.15
O -2.219 -2.047 -3.961  -0.13
S 0.519 -1.322 -3.181  0.44
O 1.078 -2.227 -4.161  -0.36
O 1.173 -1.224 -1.896  -0.33
N 0.161 0.087 -3.723  -0.35
S 0.359 0.496 -5.237  0.49
O -0.222 -0.398 -6.197  -0.31
O 1.672 1.014 -5.491  -0.31
N -0.684 1.871 -5.229  -0.05
C -1.542 1.922 -4.357  -0.84
S -2.639 1.966 -3.272  0.82
H -2.642 -1.527 -1.102  0.05
H -2.931 -2.700 -3.950  0.09
C -1.588 -1.235 2.903  -0.02
C -1.688 0.207 2.441  -0.30
O -2.343 0.069 1.190  0.14
C -3.093 -1.050 1.238  -0.56
O -3.956 -1.315 0.456  0.16
O -2.756 -1.805 2.286  0.10
F -0.490 0.798 2.251  0.08
H -0.691 -1.710 2.503  0.15
H -1.631 -1.360 3.978  0.12
H -2.288 0.851 3.087  0.17
C -7.467 -1.887 -0.038  -0.05
C -8.131 -0.725 0.677  -0.32
O -7.335 0.368 0.278  0.13
C -6.781 0.070 -0.940  -0.55
O -6.247 0.842 -1.656  0.19
O -6.941 -1.247 -1.199  0.07
F -8.090 -0.846 2.029  0.07
H -6.648 -2.297 0.554  0.14
H -8.155 -2.680 -0.317  0.14
H -9.165 -0.540 0.381  0.17
C 4.461 -0.908 0.321  -0.03
C 3.091 -1.350 0.797  -0.29
O 3.139 -0.979 2.187  0.13
C 3.992 0.056 2.311  -0.57
O 4.076 0.761 3.273  0.14
O 4.735 0.195 1.210  0.08
F 2.905 -2.683 0.711  0.09
H 5.204 -1.689 0.481  0.14
H 4.477 -0.595 -0.714  0.12
H 2.256 -0.845 0.317  0.15
C 3.602 1.365 7.480  -0.04
C 2.897 0.694 6.318  -0.30
O 1.533 0.738 6.746  0.14
C 1.388 1.801 7.572  -0.55
O 0.350 2.274 7.910  0.16
O 2.593 2.263 7.961  0.07
F 3.279 -0.592 6.165  0.09
H 3.843 0.639 8.258  0.14
H 4.495 1.910 7.193  0.14
H 2.992 1.206 5.361  0.15
C 0.295 5.224 1.010  -0.05
C -1.165 4.839 1.167  -0.31
O -1.514 4.445 -0.143  0.14
C -0.390 3.991 -0.768  -0.53
O -0.348 3.368 -1.766  0.16
O 0.709 4.361 -0.051  0.04
F -1.937 5.888 1.548  0.07
H 0.392 6.265 0.699  0.14
H 0.894 5.050 1.899  0.14
H -1.346 4.008 1.850  0.17
C -2.206 0.851 8.726  -0.06
C -3.679 0.493 8.752  -0.31
O -3.832 -0.211 7.534  0.13
C -2.632 -0.771 7.215  -0.55
O -2.477 -1.611 6.394  0.18
O -1.656 -0.237 7.974  0.08
F -4.483 1.583 8.747  0.08
H -2.031 1.784 8.195  0.13
H -1.750 0.906 9.710  0.14
H -3.981 -0.154 9.577  0.17
C 5.092 -3.608 -5.433  -0.04
C 3.768 -4.103 -4.887  -0.31
O 3.873 -3.784 -3.516  0.14
C 4.684 -2.703 -3.401  -0.53
O 4.757 -2.008 -2.446  0.17
O 5.383 -2.523 -4.545  0.08
F 3.624 -5.448 -5.037  0.07
H 5.857 -4.380 -5.341  0.14
H 5.043 -3.255 -6.458  0.14
H 2.890 -3.598 -5.294  0.15
C -0.168 -4.450 -6.028  -0.04
C -0.214 -4.115 -7.502  -0.29
O -1.263 -4.949 -7.972  0.12
C -2.114 -5.175 -6.931  -0.56
O -3.205 -5.629 -7.046  0.16
O -1.540 -4.804 -5.775  0.07
F 0.937 -4.443 -8.151  0.06
H 0.467 -5.318 -5.843  0.15
H 0.148 -3.610 -5.422  0.09
H -0.454 -3.074 -7.719  0.17
C 3.402 4.541 -2.035  -0.03
C 3.582 5.753 -2.926  -0.31
O 4.135 6.703 -2.027  0.12
C 4.803 6.024 -1.051  -0.56
O 5.567 6.519 -0.292  0.17
O 4.468 4.721 -1.084  0.08
F 2.413 6.230 -3.411  0.08
H 2.447 4.566 -1.518  0.12
H 3.504 3.595 -2.557  0.15
H 4.272 5.611 -3.760  0.17

**HOMO-LUMO gap**: 8.10 eV
**Molar mass**: 1235.7 g mol⁻¹
**HOMO energy**: -0.2417 Ha
**Net charge**: -1
**LUMO level**: 1.53 eV

Molecular formula: C4H5NO
Method: DFT, ωB97M-V/def2-TZVPD

Each line ends with the natural charge from an NBO analysis.
Positions of all 11 atoms, in Å:
O 1.336 0.047 1.895  -0.54
C 0.636 -0.016 0.909  0.50
C 0.953 -0.585 -0.439  -0.59
C -0.646 0.652 -0.790  -0.01
N -1.613 -0.009 -0.184  -0.52
C -0.624 0.734 0.643  -0.19
H 2.008 -0.503 -0.707  0.23
H 0.548 -1.544 -0.765  0.21
H 0.052 0.668 -1.642  0.30
H -1.632 -1.017 -0.147  0.38
H -0.992 1.556 1.229  0.23

**HOMO-LUMO gap**: 9.35 eV
**Molar mass**: 83.1 g mol⁻¹
**HOMO energy**: -0.3154 Ha
**Net charge**: 0
**Energy above the lowest of the compared OMol25 structures with the same formula, charge and spin**: 111.0 kcal/mol
**LUMO level**: 0.77 eV